Entry 1:
Below is a cluster of 2 separate species, C8H12O2 in total at a distorted geometry, with properties calculated with ωB97M-V with the def2-TZVPD basis set.

Computed properties:
**Electronic energy**: -12584.3993 eV
**Multiplicity**: 1
**Energy above the lowest of the compared OMol25 structures with the same formula, charge and spin**: 23.95 kcal per mole
**Max |F|**: 2.27 eV/Å
**Charge**: 0
**E_HOMO**: -0.293 Eh

Bonds (Å) are listed after each position.
Atoms and positions in Å:
1 C -0.55 -0.23 -3.23  O2 1.420, H4 1.094, H5 1.099, H6 1.088
2 O 0.64 0.40 -2.77  C1 1.420, H3 0.966
3 H 1.39 -0.15 -3.02  O2 0.966
4 H -1.34 0.37 -2.77  C1 1.094
5 H -0.68 -1.21 -2.75  C1 1.099
6 H -0.59 -0.35 -4.31  C1 1.088
7 C -0.25 -1.49 3.03  C9 1.516, H17 1.101, H18 1.084, H22 1.108
8 C 1.16 -0.26 1.34  C9 1.393, C10 1.376, H15 1.083
9 C -0.06 -0.40 1.99  C7 1.516, C8 1.393, C12 1.412
10 C 1.29 0.62 0.29  C8 1.376, C11 1.378, H16 1.092
11 C 0.18 1.24 -0.24  C10 1.378, C13 1.402, O14 1.355
12 C -1.18 0.29 1.47  C9 1.412, C13 1.395, H19 1.079
13 C -1.10 0.99 0.27  C11 1.402, C12 1.395, H21 1.079
14 O 0.39 2.20 -1.17  C11 1.355, H20 0.945
15 H 2.00 -0.88 1.64  C8 1.083
16 H 2.29 0.73 -0.14  C10 1.092
17 H 0.23 -2.42 2.69  C7 1.101
18 H -1.27 -1.75 3.28  C7 1.084
19 H -2.08 -0.08 1.94  C12 1.079
20 H 1.29 2.19 -1.45  O14 0.945
21 H -2.02 1.45 -0.06  C13 1.079
22 H 0.28 -1.26 3.97  C7 1.108

Here are the Löwdin charges for atoms 1 to 2, given in e: C -0.13; O -0.14

---

Entry 2:
Below is a cluster of 2 separate species, C8H12P in total at a distorted geometry, with properties calculated with ωB97M-V with the def2-TZVPD basis set.

Computed properties:
**Electronic energy**: -17766.5856 eV
**Multiplicity**: 1
**Energy above the lowest of the compared OMol25 structures with the same formula, charge and spin**: 0.00 kcal per mole
**Max |F|**: 4.43 eV/Å
**Charge**: +1
**E_HOMO**: -0.502 Eh

Bonds (Å) are listed after each position.
Atoms and positions in Å:
1 C -0.66 -2.50 1.20  C5 1.496, H10 1.107, H11 1.029, H15 1.124
2 C 0.69 2.74 0.83  C6 1.337, H12 1.148, H13 1.143
3 C 1.18 1.23 -2.61  C7 1.217, H14 1.068
4 C -1.24 -0.44 -1.64  C8 1.307, H16 1.171, H17 1.182
5 C 0.01 -1.23 1.60  C1 1.496, P9 1.650, H18 1.188
6 C 0.76 1.53 1.39  C2 1.337, P9 1.783, H19 1.035
7 C 2.18 0.86 -2.02  C3 1.217, H20 1.064
8 C -1.05 0.45 -0.70  C4 1.307, P9 1.783, H21 1.104
9 P 0.13 0.07 0.59  C5 1.650, C6 1.783, C8 1.783
10 H -1.45 -2.32 0.44  C1 1.107
11 H 0.00 -3.13 0.72  C1 1.029
12 H 1.29 3.60 1.30  C2 1.148
13 H 0.26 2.93 -0.22  C2 1.143
14 H 0.32 1.69 -3.05  C3 1.068
15 H -0.76 -3.16 2.10  C1 1.124
16 H -2.02 -0.33 -2.51  C4 1.171
17 H -0.62 -1.45 -1.69  C4 1.182
18 H 0.68 -1.33 2.58  C5 1.188
19 H 1.22 1.22 2.26  C6 1.035
20 H 3.06 0.43 -1.62  C7 1.064
21 H -1.73 1.32 -0.71  C8 1.104

Here are the Löwdin charges for atoms 1 to 2, given in e: C -0.14; C 0.00